Record 1
The ion C3H8N4P with charge +1, computed with ωB97M-V/def2-TZVPD.

## Properties
spin multiplicity	3
HOMO-LUMO gap (alpha / beta)	6.63 / 7.34	eV
DFT total energy	-18478.2785	eV
HOMO level (alpha / beta)	-10.9 / -14.8	eV
charge	+1
energy relative to the best compared isomer or geometry (same formula, charge and spin)	0.0000	eV
maximum force	6.5	eV/Å

Geometry as XYZ:
```
16
Properties=species:S:1:pos:R:3:forces:R:3
C -1.31015 2.19340 -0.43803 -1.8 1.7 0.2
C -0.56674 -2.44329 -0.42154 0.1 1.0 2.0
C 2.23255 0.28302 -0.76886 3.2 -0.8 -3.4
N -1.27657 1.08753 0.09658 0.0 -4.2 1.1
N -0.17545 -1.29123 -0.74678 0.4 1.8 0.0
N 1.43971 0.57347 0.17064 -3.4 -0.8 2.7
N -0.41794 -0.57164 2.05021 4.0 -0.4 -5.1
P -0.09757 -0.00979 0.38619 -0.2 -0.3 2.9
H -2.34730 2.54813 -0.53274 0.6 0.7 -0.5
H -0.44915 2.78418 -0.60311 0.9 0.8 -0.7
H -0.48890 -3.24710 -1.08374 -0.1 -1.1 -1.3
H -0.88969 -2.62556 0.59672 -0.2 -0.4 0.2
H 3.16115 0.72235 -1.11344 0.0 0.5 0.3
H 2.01305 -0.63365 -1.34320 -0.1 -0.1 0.2
H -1.19974 -0.23676 2.43834 -3.7 1.6 1.7
H 0.34518 -0.63642 2.70253 0.4 0.0 -0.1
```
Forces are in eV/Å.


Record 2
The ion C5H10NO with charge -1, computed with ωB97M-V/def2-TZVPD.

## Properties
HOMO-LUMO gap	5.49	eV
DFT total energy	-8881.9586	eV
HOMO level	-1.4	eV
charge	-1
energy relative to the best compared isomer or geometry (same formula, charge and spin)	2.1591	eV
structure (SMILES)	CCC1(N[O-])CC1
maximum force	2.2	eV/Å

Geometry as XYZ:
```
17
Properties=species:S:1:pos:R:3:forces:R:3
C -0.81454 -1.24906 -0.66276 -0.1 0.1 -0.2
C -0.28636 -1.76870 0.64645 0.1 0.0 0.3
C 0.23732 -0.48812 0.07948 1.8 -0.2 -0.6
C -0.47037 1.90677 -0.26679 0.0 -0.1 0.2
C -0.06077 0.83397 0.73858 0.0 -0.1 -0.2
N 1.72128 -0.61331 -0.49317 -2.1 0.3 0.2
O 2.58610 0.08934 0.32594 0.2 0.0 0.2
H -0.53444 -1.76929 -1.56948 0.2 0.0 0.0
H -1.82763 -0.85834 -0.68111 0.0 0.1 0.0
H -0.94020 -1.74253 1.51017 -0.1 0.1 0.0
H 0.37253 -2.62288 0.61391 0.2 0.0 -0.1
H -0.71955 2.84211 0.24086 0.0 0.1 -0.1
H -1.33699 1.58844 -0.85173 0.0 0.0 0.0
H 0.35229 2.09877 -0.95225 0.1 0.0 -0.1
H -0.83470 0.72341 1.50452 0.0 0.0 0.1
H 0.89530 1.11050 1.20648 -0.1 0.0 0.0
H 1.66072 -0.08109 -1.38913 -0.1 -0.2 0.4
```
Forces are in eV/Å.


Record 3
A cluster of 2 separate species, C2H8N2O in total, computed with ωB97M-V/def2-TZVPD.

## Properties
HOMO-LUMO gap	9.98	eV
DFT total energy	-7231.4148	eV
HOMO level	-9.3	eV
energy relative to the best compared isomer or geometry (same formula, charge and spin)	0.9129	eV
structure (SMILES)	NC=O.CN
maximum force	1.7	eV/Å

Geometry as XYZ:
```
13
Properties=species:S:1:pos:R:3:forces:R:3
C 0.45367 0.55161 -1.79361 0.2 0.0 -0.2
N 1.06868 0.45867 -0.47425 0.8 -1.0 0.0
H 1.70121 1.23905 -0.31834 0.1 -0.4 0.0
H 1.56623 -0.46047 -0.35407 -0.4 1.5 -0.2
H 1.18429 0.59771 -2.60980 -0.1 0.0 0.0
H -0.16644 1.44400 -1.82728 -0.1 0.0 -0.1
H -0.17995 -0.31814 -1.94795 -0.1 0.0 0.0
N -0.80168 0.08837 1.50390 0.7 0.9 -0.8
C -1.13946 -1.19719 1.61475 1.2 -0.6 -0.8
O -1.86532 -1.70271 2.43380 -0.5 -0.2 0.3
H -1.16686 0.72340 2.19679 0.0 0.1 -0.1
H -0.09306 0.38197 0.73740 -1.1 -0.4 1.3
H -0.56130 -1.80626 0.83868 -0.7 0.2 0.5
```
Forces are in eV/Å.


Which of these has the lowest maximum force? C2H8N2O